(1)
{
  "formula": "C9H6N4O",
  "method": "ωB97M-V/def2-TZVPD",
  "symbols": ["C", "C", "C", "C", "C", "C", "C", "C", "C", "H", "H", "H", "H", "H", "H", "N", "N", "N", "N", "O"],
  "coordinates": [[-1.957, 1.155, -0.141], [-3.329, 0.644, 0.000], [-1.156, -1.195, -0.012], [0.943, -1.122, 0.015], [2.361, -1.312, -0.162], [3.154, -0.191, -0.146], [2.661, 1.181, 0.056], [1.342, 1.368, 0.252], [0.492, 0.249, 0.103], [-4.129, 1.275, -0.235], [-2.778, -2.439, 0.556], [2.701, -2.291, -0.262], [4.258, -0.251, -0.211], [3.233, 2.220, 0.142], [0.862, 2.388, 0.249], [-3.531, -0.591, 0.078], [-2.519, -1.523, -0.085], [-0.137, -1.958, -0.077], [-0.888, 0.127, 0.136], [-1.584, 2.266, -0.258]],
  "total_energy_ha": -640.77602,
  "relative_energy_kcal_mol": 27.8,
  "max_force_ev_per_a": 4.40,
  "e_homo_ev": -8.47,
  "homo_lumo_gap_ev": 8.149,
  "smiles": "O=c1cn[nH]c2nc3ccccc3n12"
}



(2)
{
  "formula": "C9H6O",
  "method": "ωB97M-V/def2-TZVPD",
  "symbols": ["C", "C", "C", "C", "C", "C", "C", "C", "C", "O", "H", "H", "H", "H", "H", "H"],
  "coordinates": [[-0.976, -1.602, 0.732], [-1.133, -1.132, -0.623], [-0.296, -0.850, 1.667], [-0.490, -0.045, -1.108], [0.247, 0.383, 1.256], [0.395, 0.564, -0.197], [-0.098, 1.655, 1.227], [2.169, -0.300, -0.922], [0.620, 2.051, -0.075], [1.941, -1.001, -1.801], [-1.709, -2.298, 1.063], [-1.607, -1.751, -1.307], [-0.378, -1.149, 2.706], [-0.514, 0.357, -2.092], [1.742, 2.406, 0.164], [0.085, 2.712, -0.691]],
  "total_energy_ha": -421.55994,
  "relative_energy_kcal_mol": 87.9,
  "max_force_ev_per_a": 4.00,
  "e_homo_ev": [-7.96, -7.95],
  "homo_lumo_gap_ev": [7.618, 7.615]
}



(3)
{
  "formula": "C9H6O2",
  "method": "ωB97M-V/def2-TZVPD",
  "symbols": ["O", "O", "C", "C", "C", "C", "C", "C", "C", "C", "C", "H", "H", "H", "H", "H", "H"],
  "coordinates": [[-1.236, 2.515, 2.849], [2.058, -0.988, -1.635], [-0.708, 1.688, 2.058], [0.746, -0.519, -1.523], [2.604, -0.592, -0.435], [-1.354, 1.419, 0.899], [0.646, 1.063, 2.461], [-0.850, 0.711, -0.205], [1.736, 0.476, 1.710], [0.434, 0.126, -0.402], [1.603, 0.028, 0.336], [-0.027, -0.621, -2.324], [3.593, -0.691, -0.111], [-2.306, 1.847, 0.646], [0.932, 1.316, 3.465], [-1.579, 0.653, -0.994], [2.704, 0.564, 2.201]],
  "total_energy_ha": -496.92648,
  "relative_energy_kcal_mol": 65.5,
  "max_force_ev_per_a": 7.35,
  "e_homo_ev": -8.64,
  "homo_lumo_gap_ev": 8.065,
  "smiles": "O=c1ccc2cocc2cc1"
}



(4)
{
  "formula": "C9H6O3",
  "method": "ωB97M-V/def2-TZVPD",
  "symbols": ["C", "C", "C", "C", "C", "C", "C", "C", "C", "H", "H", "H", "H", "H", "H", "O", "O", "O"],
  "coordinates": [[1.932, -2.693, -0.413], [0.988, -1.506, -0.183], [-0.319, -1.410, 0.023], [-0.696, -0.084, 0.112], [-1.904, 0.709, 0.287], [-1.637, 2.163, 0.454], [-0.501, 2.705, 0.233], [0.627, 2.084, -0.037], [0.558, 0.674, -0.032], [0.216, -3.636, -0.306], [-1.051, -2.320, -0.002], [-2.701, 0.368, 0.488], [-2.792, 2.846, 0.428], [-0.327, 3.838, 0.296], [1.588, 2.758, -0.259], [1.385, -3.835, -0.398], [3.105, -2.441, -0.441], [1.529, -0.219, -0.253]],
  "total_energy_ha": -572.12338,
  "relative_energy_kcal_mol": 99.8,
  "max_force_ev_per_a": 15.50,
  "e_homo_ev": -9.08,
  "homo_lumo_gap_ev": 9.053
}



(5)
{
  "formula": "C9H7BF2N2OS3SbW",
  "method": "ωB97M-V/def2-TZVPD",
  "symbols": ["W", "O", "C", "C", "C", "C", "C", "C", "C", "N", "C", "C", "N", "H", "H", "H", "H", "H", "H", "H", "S", "Sb", "S", "S", "F", "B", "F"],
  "coordinates": [[7.320, 6.327, 3.011], [9.104, 6.725, 3.192], [10.222, 7.497, 3.370], [11.514, 6.978, 3.397], [12.594, 7.815, 3.450], [12.318, 9.221, 3.583], [11.039, 9.710, 3.642], [9.956, 8.840, 3.543], [8.605, 9.293, 3.652], [7.478, 8.640, 3.895], [6.476, 9.582, 3.834], [7.006, 10.778, 3.553], [8.345, 10.592, 3.360], [11.599, 5.878, 3.336], [13.614, 7.581, 3.415], [13.124, 9.861, 3.754], [10.971, 10.777, 3.700], [5.397, 9.313, 3.840], [6.567, 11.719, 3.414], [9.069, 11.296, 3.297], [5.003, 3.340, 2.529], [4.161, 5.420, 2.402], [6.292, 7.242, 1.220], [6.133, 5.898, 4.695], [9.391, 4.341, 2.156], [8.248, 4.409, 2.717], [7.743, 3.540, 3.559]],
  "total_energy_ha": -2257.88073,
  "multiplicity": 2,
  "relative_energy_kcal_mol": 19.4,
  "max_force_ev_per_a": 4.65,
  "total_charge": 2,
  "e_homo_ev": [-15.33, -15.31],
  "homo_lumo_gap_ev": [6.980, 4.338]
}



(6)
{
  "formula": "C9H7BrF3N5O",
  "method": "ωB97M-V/def2-TZVPD",
  "symbols": ["F", "F", "F", "Br", "N", "N", "N", "O", "C", "C", "C", "C", "C", "C", "C", "N", "N", "C", "C", "H", "H", "H", "H", "H", "H", "H"],
  "coordinates": [[1.083, -4.647, 0.757], [0.369, -3.824, 2.704], [2.554, -3.584, 1.982], [-0.232, 0.979, 4.198], [-1.281, 1.774, -2.682], [0.399, 0.185, 0.094], [-0.783, 2.245, 0.198], [0.793, -1.081, 1.923], [-1.321, 1.157, -3.786], [-0.259, 0.112, -3.893], [0.263, 0.143, -2.653], [-0.239, 1.220, -0.488], [0.375, 0.096, 1.433], [-0.632, 2.189, 1.516], [-0.212, 1.083, 2.213], [-1.195, 3.263, 2.235], [-0.381, 1.151, -1.939], [1.181, -3.569, 1.662], [0.951, -2.210, 0.994], [-2.059, 1.273, -4.516], [0.049, -0.528, -4.689], [1.050, -0.500, -2.286], [-1.706, 3.847, 1.529], [-0.592, 3.779, 2.852], [1.770, -2.205, 0.181], [0.056, -2.349, 0.462]],
  "total_energy_ha": -3569.76879,
  "max_force_ev_per_a": 4.25,
  "e_homo_ev": -9.16,
  "homo_lumo_gap_ev": 9.529,
  "smiles": "Nc1nc(-n2cccn2)nc(OCC(F)(F)F)c1Br"
}



(7)
{
  "formula": "C9H7ClN2O2",
  "method": "ωB97M-V/def2-TZVPD",
  "symbols": ["C", "C", "C", "C", "C", "C", "C", "C", "C", "N", "N", "O", "O", "Cl", "H", "H", "H", "H", "H", "H", "H"],
  "coordinates": [[2.509, -0.134, -0.958], [2.763, -0.086, 0.447], [1.308, 0.227, -1.452], [1.783, 0.224, 1.324], [0.257, 0.692, -0.584], [0.453, 0.467, 0.854], [-1.819, 0.216, 1.428], [-0.834, 1.269, -1.148], [-2.388, -0.699, 0.592], [-0.538, 0.408, 1.677], [-1.745, -1.661, -0.182], [-0.526, -1.794, -0.128], [-2.456, -2.344, -0.907], [-1.986, 2.277, -0.405], [3.301, -0.451, -1.617], [3.754, -0.332, 0.801], [1.120, 0.249, -2.515], [1.937, 0.202, 2.391], [-2.494, 0.806, 2.039], [-0.940, 1.262, -2.226], [-3.461, -0.799, 0.565]],
  "total_energy_ha": -1067.15930,
  "relative_energy_kcal_mol": 145.9,
  "max_force_ev_per_a": 1.77,
  "e_homo_ev": -8.44,
  "homo_lumo_gap_ev": 6.878,
  "smiles": "O=[N+]([O-])\\C=C/N=C1/C=CC=C/C1=C/Cl"
}



(8)
{
  "formula": "C9H7F2I",
  "method": "ωB97M-V/def2-TZVPD",
  "symbols": ["C", "C", "C", "C", "C", "C", "C", "C", "C", "F", "F", "I", "H", "H", "H", "H", "H", "H", "H"],
  "coordinates": [[-2.001, -0.832, -0.342], [-0.620, -1.150, -0.188], [-2.293, 0.508, -0.650], [0.416, -0.476, -0.683], [-1.281, 1.391, -0.984], [0.042, 0.853, -0.894], [0.860, 2.154, -1.075], [1.708, -1.358, -0.747], [1.287, 2.719, 0.081], [1.853, 3.815, 0.394], [0.853, 2.229, 1.187], [3.655, -1.017, 0.342], [-2.724, -1.418, 0.201], [-0.389, -2.087, 0.343], [-3.361, 0.838, -0.713], [1.896, -1.030, -1.785], [-1.455, 2.388, -1.420], [1.218, 2.367, -2.118], [1.267, -2.205, -0.558]],
  "total_energy_ha": -844.44256,
  "max_force_ev_per_a": 8.07,
  "e_homo_ev": -9.14,
  "homo_lumo_gap_ev": 9.071,
  "smiles": "FC(F)=Cc1ccccc1CI"
}



What did the seventh record say?
{
  "formula": "C9H7ClN2O2",
  "method": "ωB97M-V/def2-TZVPD",
  "symbols": ["C", "C", "C", "C", "C", "C", "C", "C", "C", "N", "N", "O", "O", "Cl", "H", "H", "H", "H", "H", "H", "H"],
  "coordinates": [[2.509, -0.134, -0.958], [2.763, -0.086, 0.447], [1.308, 0.227, -1.452], [1.783, 0.224, 1.324], [0.257, 0.692, -0.584], [0.453, 0.467, 0.854], [-1.819, 0.216, 1.428], [-0.834, 1.269, -1.148], [-2.388, -0.699, 0.592], [-0.538, 0.408, 1.677], [-1.745, -1.661, -0.182], [-0.526, -1.794, -0.128], [-2.456, -2.344, -0.907], [-1.986, 2.277, -0.405], [3.301, -0.451, -1.617], [3.754, -0.332, 0.801], [1.120, 0.249, -2.515], [1.937, 0.202, 2.391], [-2.494, 0.806, 2.039], [-0.940, 1.262, -2.226], [-3.461, -0.799, 0.565]],
  "total_energy_ha": -1067.15930,
  "relative_energy_kcal_mol": 145.9,
  "max_force_ev_per_a": 1.77,
  "e_homo_ev": -8.44,
  "homo_lumo_gap_ev": 6.878,
  "smiles": "O=[N+]([O-])\\C=C/N=C1/C=CC=C/C1=C/Cl"
}